No. 1
{
  "formula": "C32H45Al2BrCl3F8LiN5O2P",
  "method": "the ωB97M-V functional and the def2-TZVPD basis",
  "symbols": ["C", "C", "C", "C", "C", "C", "N", "C", "C", "N", "P", "N", "C", "F", "F", "F", "H", "H", "H", "H", "H", "H", "H", "H", "H", "H", "H", "H", "H", "Li", "Br", "C", "N", "C", "C", "C", "C", "C", "C", "C", "C", "N", "C", "C", "C", "H", "H", "H", "H", "H", "H", "H", "H", "H", "H", "H", "H", "H", "H", "Cl", "C", "C", "C", "O", "H", "H", "H", "H", "H", "H", "H", "Al", "F", "Al", "F", "F", "F", "Cl", "C", "C", "Cl", "H", "H", "H", "H", "O", "H", "H", "F", "C", "C", "C", "C", "C", "C", "H", "H", "H", "H", "H"],
  "positions_angstrom": [[0.627336, 4.465019, 0.924419], [-0.866749, 4.318670, 1.228786], [-1.221356, 4.326775, 2.737904], [-2.699443, 4.655245, 2.919132], [-0.710494, 2.963938, 3.284960], [0.652534, 3.160807, 3.813536], [1.656241, 3.284462, 4.366835], [-1.542004, 2.143072, 4.313473], [-2.697799, 1.533039, 3.651664], [-3.689866, 1.355625, 3.092350], [-0.418935, 0.651727, 4.690744], [-1.126767, -0.599745, 5.362109], [-1.903932, 2.823031, 5.654221], [-3.226212, 2.919293, 5.800089], [-1.479897, 2.111834, 6.714912], [-1.367902, 4.042290, 5.779813], [1.119267, 5.205467, 1.558801], [1.191906, 3.499397, 1.093481], [0.775442, 4.760459, -0.115323], [-1.213690, 3.361167, 0.817525], [-1.361208, 5.167031, 0.754221], [-0.651869, 5.146076, 3.181060], [-3.319316, 3.885058, 2.456440], [-3.020741, 4.770050, 3.952152], [-2.934976, 5.577040, 2.389355], [-0.600830, 2.300464, 2.425929], [0.653441, 1.051386, 5.501363], [0.072762, 0.320089, 3.409839], [-2.105106, -0.419703, 5.574467], [-0.368148, 0.702021, -0.305903], [1.803160, 1.504511, 1.191021], [1.386409, -1.645633, -1.288047], [1.849108, -1.687352, -2.697635], [1.186119, -0.995442, -3.635025], [1.616951, -0.984659, -4.941626], [2.760232, -1.695242, -5.300776], [3.411579, -2.421920, -4.310756], [2.935240, -2.403345, -3.018093], [3.291878, -1.665212, -6.686455], [4.585285, -1.227175, -6.934039], [5.088777, -1.241966, -8.219451], [4.334299, -1.684037, -9.234986], [3.068646, -2.096126, -9.031341], [2.524750, -2.093206, -7.772117], [4.898109, -1.739792, -10.603448], [0.360852, -1.987551, -1.263548], [1.478168, -0.618818, -0.923120], [2.004179, -2.299197, -0.683563], [0.312716, -0.447070, -3.313453], [1.067792, -0.400934, -5.667711], [4.291697, -3.008956, -4.534337], [3.418859, -2.951153, -2.222699], [5.220121, -0.864665, -6.136248], [6.110716, -0.904436, -8.438640], [2.516929, -2.434362, -9.897148], [1.511464, -2.446770, -7.640149], [4.265494, -1.151784, -11.263269], [4.921982, -2.779919, -10.919026], [5.903639, -1.332707, -10.592797], [8.099061, -1.051254, -7.793278], [-3.388935, -3.761456, -1.622942], [-2.724963, -3.227606, -2.970308], [-2.667969, -4.495554, -3.911891], [-1.524665, -2.825407, -2.725151], [-2.810912, -4.562738, -1.163992], [-3.480912, -2.898049, -0.874660], [-4.384103, -4.149931, -1.853703], [-3.424821, -2.507641, -3.419360], [-2.082309, -5.303648, -3.477845], [-2.236157, -4.228722, -4.875780], [-3.676280, -4.865482, -4.078134], [9.875754, -2.710652, -7.871074], [-1.669228, -0.525062, 2.001228], [-1.638428, -1.474732, 0.621356], [-1.331696, -0.364552, -0.689419], [-3.133185, -2.222512, 0.358865], [-0.403256, -2.600265, 0.702856], [-2.881969, -8.319517, -1.891043], [-3.320682, -9.399460, -3.241876], [-2.962762, -8.796680, -4.574048], [-3.982825, -7.380856, -4.955630], [-4.383925, -9.613126, -3.172342], [-2.772320, -10.328823, -3.099946], [-3.119350, -9.523864, -5.368545], [-1.923059, -8.480341, -4.598662], [1.647741, 3.846891, 7.527898], [0.895380, 3.948811, 6.938172], [2.052548, 3.017617, 7.255917], [0.171505, 8.270507, 9.938870], [-0.446903, 7.083330, 10.046893], [-0.814134, 6.627443, 11.299255], [-1.455805, 5.403896, 11.405009], [-1.713081, 4.649975, 10.266202], [-1.332007, 5.125163, 9.017835], [-0.698622, 6.351735, 8.902038], [-0.597111, 7.226913, 12.172979], [-1.755436, 5.036308, 12.376906], [-2.210121, 3.692984, 10.353240], [-1.529703, 4.537476, 8.134738], [-0.399641, 6.744157, 7.939048]],
  "forces_ev_per_a": [[0.5697, -0.7471, 0.3541], [0.5775, 0.4872, 0.3696], [-0.1038, 0.3494, -0.7455], [-0.2662, -0.5502, -0.2539], [0.1181, 0.6925, 0.1368], [0.2259, -0.0069, 0.6245], [-0.4412, -0.0229, -0.4207], [1.4055, -0.9297, 0.0121], [-1.0382, 1.1649, -0.1804], [0.6450, -0.4015, 0.3087], [-0.7002, -1.5411, 0.6738], [-0.1000, 0.6726, -0.3022], [-0.6935, -0.0241, 0.4858], [0.0141, 0.2719, -0.1756], [0.2835, -0.0442, -0.1795], [0.0783, -0.0619, -0.3745], [-0.1942, 0.1804, -0.0292], [-0.8188, 1.6489, -0.2899], [0.0331, -0.0314, -0.0170], [-0.3479, 0.2509, -0.2592], [-0.3621, -0.2389, -0.0758], [0.1020, -0.1713, 0.2155], [-0.0716, -0.0021, 0.0718], [0.1082, -0.0035, 0.0527], [0.1449, 0.1151, 0.1072], [-0.0020, -0.1176, 0.0599], [0.0619, 0.3801, -0.3864], [0.3058, 0.4269, 0.1110], [-0.0252, -0.3932, 0.0763], [2.8211, 3.3620, 1.5636], [-0.4412, -1.8477, -0.8082], [-0.0364, 0.0870, -0.2019], [0.2209, -0.1032, 0.1764], [0.0051, 0.0185, -0.0815], [-0.0378, 0.0070, -0.1593], [-0.1033, 0.0647, 0.2163], [0.1340, -0.0279, -0.0767], [0.0397, 0.0373, -0.1382], [0.1295, -0.0497, -0.2136], [0.0031, -0.0349, 0.1949], [-0.0203, 0.2574, -0.2096], [0.0461, 0.0562, 0.0462], [-0.0022, -0.0358, 0.0535], [-0.1449, 0.0007, 0.0820], [-0.0911, -0.0023, 0.0181], [0.0175, -0.1035, -0.0198], [0.2013, -0.1064, 0.0653], [0.0053, 0.0070, 0.0176], [-0.0276, -0.0628, 0.0737], [0.0011, 0.0129, 0.0128], [0.0078, 0.0092, 0.0180], [-0.0519, 0.0372, 0.0577], [0.0488, -0.0038, -0.0398], [-0.6569, -0.2222, 0.0193], [0.0516, 0.0067, -0.0347], [0.0022, 0.0049, -0.0101], [0.0229, -0.0256, -0.0445], [0.0019, 0.0214, -0.0672], [-0.0050, 0.0141, 0.0531], [1.2348, -0.7214, 0.1011], [-1.1270, -1.0848, 1.2384], [0.4382, 1.6695, -0.6049], [-0.0554, -1.6221, -0.0505], [-0.4825, -0.1170, -0.1860], [0.1620, 0.0873, -0.1130], [0.4084, -0.8548, -1.6880], [0.2075, -0.0925, -0.5367], [0.2396, 0.2913, 0.1276], [-0.0153, 0.0917, 0.1372], [0.0945, 0.4960, 0.1951], [-0.1130, 0.2386, 0.2565], [-0.5775, 0.6793, 0.0347], [0.2847, 0.0903, -0.6630], [-0.6769, -0.6148, 1.5650], [-2.0410, -2.5475, -0.8937], [0.4160, 1.0266, 0.9917], [-0.0656, 0.2278, -0.4758], [-0.0053, 0.0556, 0.0043], [-0.0219, -0.1073, 0.0055], [0.0971, -0.1601, -0.0444], [-0.0103, -0.0207, -0.1152], [-0.0114, 0.0794, 0.0277], [0.0517, 0.0322, -0.0073], [-0.0913, 0.0042, 0.0195], [-0.0229, 0.0697, 0.0338], [-0.1050, -0.0930, 0.1188], [0.0432, 0.0805, -0.0429], [0.1045, 0.0668, -0.0409], [0.0071, 0.0218, -0.0055], [-0.0984, -0.2024, 0.0256], [0.0268, 0.0974, 0.1667], [0.0181, -0.0138, -0.1373], [-0.0362, -0.0589, 0.0103], [-0.0134, 0.0667, 0.2189], [0.0288, 0.0450, -0.2152], [0.0051, 0.0253, -0.0238], [0.0177, 0.0122, 0.0133], [0.0042, -0.0003, -0.0007], [-0.0131, 0.0034, -0.0087], [0.0437, 0.0209, 0.0281]],
  "mulliken_charge": [-0.66, -0.40, 0.32, -1.79, -0.13, -0.64, -0.54, 1.20, -0.41, -0.62, 0.79, -0.85, 0.91, -0.30, -0.29, -0.11, 0.32, -0.13, 0.40, 0.05, 0.46, 0.50, 0.34, 0.30, 0.52, 0.78, 0.11, 0.02, 0.31, 0.66, -0.65, -0.47, 0.17, -0.30, -0.72, 0.73, -0.65, -0.20, 0.51, -0.65, 0.05, 0.03, -0.38, -0.60, -0.92, 0.17, 0.07, 0.15, 0.50, 0.53, 0.55, 0.45, 0.52, 0.21, 0.47, 0.54, 0.38, 0.38, 0.28, -0.42, -1.27, 0.66, -1.30, -0.32, 0.36, 0.45, 0.44, 0.26, 0.40, 0.37, 0.38, 0.50, 0.03, 0.18, -0.38, -0.26, -0.35, -0.16, -0.43, -0.47, -0.17, 0.32, 0.31, 0.35, 0.31, -0.65, 0.28, 0.33, -0.30, 0.37, -0.48, -0.38, -0.60, 0.07, -0.64, 0.42, 0.37, 0.40, 0.35, 0.41],
  "charge": 2,
  "homo_ev": -10.818,
  "mol_weight_da": 961.9,
  "e_lumo_ev": -9.75,
  "gap_ev": 1.064,
  "total_energy_ev": -197485.093
}

No. 2
{
  "formula": "C9H14F2O2",
  "method": "the ωB97M-V functional and the def2-TZVPD basis",
  "symbols": ["C", "C", "C", "C", "C", "C", "C", "C", "C", "O", "O", "F", "F", "H", "H", "H", "H", "H", "H", "H", "H", "H", "H", "H", "H", "H", "H"],
  "positions_angstrom": [[0.766059, -1.700684, 0.149912], [2.220374, 0.870187, 0.242272], [-0.095659, -0.418654, 2.553860], [-2.093541, -0.331051, 1.050403], [0.775852, -0.295175, -2.434625], [-0.444761, 1.609604, -1.401905], [-0.626991, 0.106048, 1.222896], [-0.241207, 0.093495, -1.357473], [0.156831, -0.374591, 0.023804], [1.609669, -2.102026, 0.874607], [3.235980, 0.681309, -0.308722], [0.195411, -2.606234, -0.734049], [1.988252, 1.800495, 1.166779], [-0.234665, -1.493650, 2.636447], [-0.635265, 0.057294, 3.369706], [0.962639, -0.203900, 2.670541], [-2.553314, 0.156681, 0.195931], [-2.657996, -0.068149, 1.940816], [-2.156891, -1.408988, 0.911625], [1.740900, 0.159815, -2.231267], [0.429722, 0.060137, -3.401937], [0.909911, -1.368612, -2.503893], [-1.233177, 1.943374, -0.734657], [-0.707294, 1.915293, -2.411498], [0.482668, 2.110267, -1.126557], [-0.598078, 1.199693, 1.246635], [-1.195433, -0.391978, -1.609654]],
  "forces_ev_per_a": [[0.5031, -1.5569, -0.1226], [-2.3591, -2.1230, -0.4446], [0.0461, 0.1999, -0.0683], [0.1692, 0.1198, -0.0437], [-0.1294, -0.0412, 0.0652], [-0.1331, -0.2857, 0.0627], [-0.2188, -0.2044, 0.2244], [0.1117, 0.0820, -0.2290], [2.3471, 2.6167, -0.0237], [-0.2544, 0.2717, -0.1748], [-0.1491, 0.3060, 0.2838], [-0.0215, 0.4632, 0.3644], [0.1745, 0.2871, 0.1214], [-0.0016, -0.1080, 0.0487], [-0.0642, 0.0235, 0.0487], [0.0811, -0.0108, 0.0471], [-0.1169, 0.0064, -0.0965], [-0.0667, 0.0229, 0.0841], [-0.0536, -0.1149, -0.0035], [0.0814, 0.0624, 0.0046], [-0.0394, 0.0309, -0.0923], [0.0390, -0.1008, -0.0497], [-0.0856, 0.1043, 0.0839], [-0.0319, 0.0176, -0.0785], [0.0583, 0.0891, 0.0133], [0.0851, -0.1345, -0.1341], [0.0287, -0.0235, 0.1091]],
  "mulliken_charge": [0.09, 0.47, -1.69, -1.56, -1.56, -1.49, 0.35, 0.49, 0.81, -0.47, -0.42, -0.30, -0.21, 0.38, 0.44, 0.36, 0.35, 0.46, 0.35, 0.29, 0.44, 0.42, 0.33, 0.47, 0.29, 0.41, 0.49],
  "homo_ev": [-9.281, -9.283],
  "mol_weight_da": 192.2,
  "de_lowest_kj_mol": 0.00,
  "e_lumo_ev": [-0.88, -0.88],
  "gap_ev": [8.400, 8.402],
  "total_energy_ev": -19088.273
}

No. 3
{
  "formula": "C3HCl3F2",
  "method": "the ωB97M-V functional and the def2-TZVPD basis",
  "symbols": ["C", "C", "C", "H", "F", "F", "Cl", "Cl", "Cl"],
  "positions_angstrom": [[-0.415523, -0.128523, -0.667730], [0.133491, 0.783346, 0.332389], [0.383469, -0.749881, 0.392617], [-0.071258, -0.045844, -1.712529], [-0.803671, 1.173154, 1.225145], [-0.202223, -1.383580, 1.448964], [-2.144732, -0.253552, -0.586164], [1.244668, 2.001505, -0.136238], [1.875782, -1.396626, -0.296458]],
  "forces_ev_per_a": [[-2.1041, 0.1708, -1.9141], [0.1157, -0.4874, 0.7755], [0.9421, 0.4476, 0.4876], [0.1074, -0.4150, 0.8351], [0.7457, 0.4492, 0.2930], [0.8246, 0.2173, -1.2954], [-0.6517, -0.4169, -0.4272], [0.2988, 0.1317, 0.2286], [-0.2785, -0.0973, 1.0169]],
  "mulliken_charge": [-0.35, 0.38, 0.48, 0.37, -0.22, -0.22, -0.16, -0.14, -0.14],
  "homo_ev": -10.670,
  "mol_weight_da": 181.4,
  "de_lowest_kj_mol": 89.55,
  "e_lumo_ev": 0.54,
  "gap_ev": 11.214,
  "smiles": "F[C@]1(Cl)[C@H](Cl)[C@@]1(F)Cl",
  "total_energy_ev": -46127.618
}

No. 4
{
  "formula": "C6H11N3S",
  "method": "the ωB97M-V functional and the def2-TZVPD basis",
  "symbols": ["C", "C", "C", "C", "C", "C", "N", "N", "N", "S", "H", "H", "H", "H", "H", "H", "H", "H", "H", "H", "H"],
  "positions_angstrom": [[0.589247, -1.452999, -0.409268], [-0.438859, -0.514967, -0.206740], [0.822079, -0.602276, 1.502969], [0.827604, -2.204874, -1.695038], [1.364582, -0.345391, 2.858053], [-1.310637, 2.143713, -1.874264], [1.351291, -1.481691, 0.663959], [-2.696281, 1.548447, 0.219545], [-0.325237, -0.073758, 1.025046], [-2.239200, 0.839412, -1.129935], [1.698533, -1.735785, -2.091648], [1.015114, -3.293762, -1.610502], [-0.080167, -1.761155, -2.220002], [2.415614, -0.890697, 3.011047], [1.499511, 0.678499, 3.129574], [0.869754, -0.739839, 3.750284], [-1.036278, 2.807317, -0.959482], [-2.012228, 2.516977, -2.647127], [-0.293729, 1.747739, -2.369890], [-3.144385, 0.961575, 0.914139], [-0.850061, 0.725470, 1.338996]],
  "forces_ev_per_a": [[-2.0410, 0.3205, -1.8973], [-1.6157, -0.3772, -3.4138], [0.6956, -0.8721, 1.7691], [-1.3843, 1.5261, 0.7328], [2.6799, -1.7344, 1.4904], [2.5101, 0.2021, 0.2158], [0.7180, 0.5657, 1.8707], [1.0570, 0.4018, -0.7991], [0.8148, 0.9637, 0.8119], [1.1583, -2.4190, 2.7737], [0.7915, 0.0650, -0.8113], [-0.7367, 0.6784, -0.1393], [1.1407, -1.7058, -0.4104], [-2.0906, 1.3461, -0.8904], [0.2395, 0.9651, -0.2873], [-0.8340, -0.3190, -0.4915], [-0.6607, -0.6614, -1.9814], [0.7484, 0.4778, 0.5436], [-2.5240, 0.7139, 1.0735], [-0.4846, -0.4502, -0.5847], [-0.1823, 0.3130, 0.4249]],
  "mulliken_charge": [0.69, -0.28, 0.29, -1.01, -1.11, -0.63, -0.64, -0.69, -0.06, 0.35, 0.27, 0.31, 0.22, 0.27, 0.31, 0.29, 0.27, 0.30, 0.29, 0.26, 0.32],
  "homo_ev": [-7.765, -7.767],
  "mol_weight_da": 157.2,
  "de_lowest_kj_mol": 332.83,
  "e_lumo_ev": [-0.35, -0.36],
  "gap_ev": [7.411, 7.412],
  "total_energy_ev": -21701.710
}